Formula: C37H49ClN2O7PPbS
Source: the Open Molecules 2025 dataset
Level of theory: the ωB97M-V functional and the def2-TZVPD basis

Structure (XYZ):
```
99
Properties=species:S:1:pos:R:3:forces:R:3
Pb -0.256816 -0.385556 -0.212211 0.72 0.04 -0.85
Cl -7.231874 0.775882 1.241483 -0.49 0.12 0.24
C -5.750097 0.457270 0.402585 0.23 0.28 0.05
C -5.619557 -0.740060 -0.311369 0.33 0.08 -0.18
C -4.441071 -1.008533 -0.939279 -0.23 0.01 -0.07
C -3.309535 -0.141651 -0.868502 -0.68 0.56 -0.28
O -2.249487 -0.451171 -1.497842 0.46 -0.07 -0.03
C -3.494556 1.103177 -0.162020 -0.22 -0.51 -0.17
C -2.494883 2.099026 -0.047900 0.37 0.45 -0.13
N -1.234021 1.937164 -0.295625 -0.80 -0.64 0.07
C -0.290082 2.910033 -0.125231 0.38 0.99 0.39
C -0.380651 3.985873 0.748043 -0.24 -0.55 -0.29
C 0.669311 4.893830 0.891189 0.44 0.29 -0.09
C 1.835123 4.760163 0.183002 -0.14 0.17 0.23
C 1.992463 3.673112 -0.697026 -0.30 -0.25 -0.06
C 3.165187 3.451148 -1.446529 0.01 -0.17 -0.15
C 3.243780 2.360636 -2.268285 0.15 0.37 0.17
C 2.144729 1.493421 -2.334845 -0.05 -0.08 -0.05
N 1.039280 1.676530 -1.667373 -0.02 -0.20 -0.50
C 0.931765 2.738927 -0.854751 0.29 0.65 0.30
C -4.733369 1.365211 0.458134 -0.11 -0.14 -0.03
H -6.438597 -1.443740 -0.330602 -0.04 -0.05 -0.01
H -4.298033 -1.940776 -1.463070 0.05 -0.09 -0.04
H -2.861853 3.096563 0.237368 0.06 -0.08 0.06
H -1.265217 4.110762 1.355297 -0.09 -0.05 0.04
H 0.555017 5.720918 1.579052 0.00 0.04 0.06
H 2.641949 5.472518 0.299166 0.04 0.02 0.02
H 3.985580 4.151826 -1.363141 0.07 0.03 0.03
H 4.126534 2.161392 -2.855533 0.09 -0.03 -0.05
H 2.185386 0.609513 -2.953463 0.05 -0.16 -0.09
H -4.858762 2.282944 1.019504 -0.04 0.04 0.00
O -3.395782 -2.039154 1.407835 0.10 0.04 -0.05
S -1.983860 -1.802722 1.615208 -0.65 -1.16 0.71
O -1.528484 -2.253746 2.926957 0.14 -0.01 0.20
O -1.146274 -2.444674 0.527585 -0.28 0.12 0.43
O -1.684682 -0.304091 1.519248 0.08 -0.27 -0.19
O 1.512462 0.348051 1.586335 -0.28 0.09 -1.05
P 1.662013 0.163753 3.054577 0.45 0.17 1.33
C 2.613842 -1.428102 3.331636 -0.20 0.70 -0.07
C 2.861658 -1.856193 4.779280 0.29 -0.01 0.03
C 3.264437 -3.328490 4.826082 -0.11 0.04 0.19
C 2.078073 -4.215108 4.437642 0.06 0.02 -0.10
C 1.188831 -3.534652 3.388144 0.08 -0.06 0.02
C 1.970254 -2.562836 2.514699 -0.31 -0.10 -0.14
C 0.025405 0.255495 3.909152 0.66 -0.18 -0.40
C -0.076746 -0.050067 5.407446 0.05 0.07 0.16
C -1.235153 0.729066 6.049244 -0.13 -0.14 0.00
C -2.419613 0.792188 5.089547 -0.01 0.15 0.17
C -2.071616 1.619925 3.845571 -0.03 -0.02 -0.01
C -0.563689 1.628150 3.587274 -0.10 0.04 -0.23
C 2.694471 1.634988 3.591603 -0.53 -0.54 -0.08
C 4.013916 1.668585 2.808718 0.13 -0.27 -0.14
C 5.182258 1.218107 3.675998 0.07 0.18 -0.08
C 5.393157 2.187124 4.846695 -0.01 -0.04 -0.01
C 4.066678 2.786769 5.330798 -0.01 -0.16 0.15
C 2.915778 1.812907 5.091484 -0.03 0.26 0.04
H 3.580288 -1.193889 2.861568 -0.10 0.07 0.07
H 1.959259 -1.727299 5.371364 -0.06 0.06 0.17
H 3.655858 -1.249227 5.224409 -0.14 0.06 0.05
H 3.612822 -3.587400 5.830525 0.09 0.00 -0.08
H 4.096496 -3.490584 4.136609 0.09 0.00 0.00
H 1.480085 -4.434659 5.324083 0.00 -0.06 0.05
H 2.456505 -5.169483 4.061876 -0.04 -0.04 0.01
H 0.362718 -2.993822 3.847259 -0.01 -0.06 0.04
H 0.724433 -4.282568 2.746097 -0.13 0.04 0.01
H 1.284278 -2.148482 1.772996 0.13 -0.13 -0.11
H 2.748912 -3.106931 1.970067 -0.01 0.09 -0.04
H -0.565663 -0.486333 3.348894 0.21 0.17 0.27
H 0.845128 0.191330 5.940827 0.05 -0.10 0.05
H -0.277224 -1.116022 5.529174 0.10 -0.07 0.02
H -0.922256 1.745628 6.311865 0.03 -0.01 0.01
H -1.528643 0.232861 6.979712 0.06 0.07 0.00
H -3.287412 1.224176 5.595177 -0.04 -0.13 -0.04
H -2.672814 -0.223601 4.783237 -0.08 -0.08 0.01
H -2.427808 2.649626 3.954999 0.00 0.00 0.00
H -2.554953 1.169479 2.979882 -0.07 0.14 0.00
H -0.079120 2.404056 4.190944 0.08 0.02 -0.05
H -0.385170 1.844372 2.534002 0.04 0.19 0.01
H 2.077871 2.463890 3.222225 -0.06 -0.09 0.05
H 4.214442 2.683500 2.455766 -0.05 0.04 -0.06
H 3.916588 1.038988 1.921455 0.07 0.12 -0.09
H 6.094379 1.162101 3.078148 0.00 -0.11 0.01
H 4.982381 0.215836 4.055192 0.03 -0.12 0.02
H 6.062218 2.994944 4.541540 0.07 -0.02 0.03
H 5.878352 1.654885 5.667868 0.06 0.05 0.03
H 3.855821 3.712207 4.790500 -0.03 0.08 0.03
H 4.135411 3.030092 6.393919 -0.01 0.12 -0.05
H 2.003612 2.196833 5.552074 -0.03 -0.13 0.07
H 3.154140 0.859508 5.562410 -0.04 -0.07 0.15
C 1.703636 -3.916625 -2.868277 0.21 0.06 0.21
C 1.344525 -2.474799 -2.601853 0.19 -0.25 -0.36
C 0.095614 -2.005654 -3.278155 -0.04 0.34 0.17
O 2.010114 -1.772912 -1.876037 0.18 -0.02 -0.09
H 1.458798 -4.204516 -3.886628 -0.04 -0.06 -0.07
H 1.110146 -4.521658 -2.185379 -0.09 -0.17 0.05
H 2.757377 -4.092633 -2.667214 0.02 0.00 0.07
H -0.003659 -2.439587 -4.270052 -0.09 -0.01 -0.04
H 0.060545 -0.920362 -3.319130 -0.03 0.09 -0.05
H -0.746000 -2.320444 -2.659884 -0.25 -0.08 -0.02
```
Forces are in eV/Å.

Values from the calculation:
energy above the lowest of the compared OMol25 structures with the same formula, charge and spin: 13.74 kcal/mol
maximum force: 1.50 eV/A
frontier orbital gap: 6.31 eV
electronic energy: -94377.469 eV
charge: -1
HOMO energy: -4.22 eV

Results of the natural (NBO) charge analysis, in e, for atoms 1 through 8:
1 Pb 1.561
2 Cl -0.051
3 C -0.098
4 C -0.185
5 C -0.231
6 C 0.446
7 O -0.811
8 C -0.176